1.
{"formula": "C12H14AsF6IrNO6S2", "method": "wB97M-V/def2-TZVPD", "elements": ["Ir", "F", "C", "F", "F", "S", "O", "O", "N", "S", "O", "O", "C", "F", "F", "F", "O", "C", "O", "C", "C", "C", "C", "C", "C", "H", "H", "H", "H", "H", "C", "As", "C", "C", "H", "H", "H", "H", "H", "H", "H", "H", "H"], "xyz": [[0.337562, 0.704514, 0.025484], [-1.251914, -0.400829, 4.881405], [-0.053740, -0.792278, 4.492130], [0.870525, 0.032820, 4.959996], [0.184551, -2.023171, 4.893580], [0.073082, -0.737943, 2.647456], [-0.116581, 0.675651, 2.248261], [1.373331, -1.249050, 2.323348], [-1.125218, -1.639674, 2.211753], [-1.484787, -1.814889, 0.709282], [-0.461572, -1.201642, -0.198192], [-1.872080, -3.122147, 0.345842], [-2.941577, -0.700798, 0.441583], [-3.879864, -0.951587, 1.325563], [-3.395204, -0.861554, -0.782316], [-2.524110, 0.577417, 0.589145], [0.447619, 2.897739, -3.128786], [0.416937, 2.324586, -2.083608], [-0.122921, 1.125045, -1.849963], [1.069206, 2.844903, -0.801760], [2.415185, 3.307547, -0.844269], [2.999722, 3.814630, 0.272694], [2.284909, 3.868180, 1.496598], [0.984945, 3.475186, 1.556462], [0.333515, 2.961806, 0.396985], [2.925992, 3.308468, -1.797825], [4.010637, 4.197280, 0.226559], [2.764714, 4.267260, 2.379793], [0.419989, 3.574037, 2.471869], [-0.760552, 2.936247, 0.375332], [2.940968, 0.160348, -2.357175], [2.395741, -0.279860, -0.564616], [3.774897, 0.233365, 0.668051], [2.353906, -2.200453, -0.579540], [3.808984, -0.461202, -2.578960], [3.211547, 1.208653, -2.456143], [2.132825, -0.077664, -3.045731], [4.729108, -0.144776, 0.301147], [3.538002, -0.206578, 1.633521], [3.814171, 1.319890, 0.750315], [3.342708, -2.525899, -0.905262], [1.599558, -2.546425, -1.280628], [2.141183, -2.572052, 0.418018]], "forces_ev_per_a": [[-1.070, 0.727, 0.148], [0.016, 0.006, -0.033], [-0.205, 0.114, 0.040], [0.001, -0.018, -0.022], [-0.014, 0.040, -0.047], [0.485, -0.222, 0.249], [0.495, -0.160, -0.408], [0.065, -0.097, 0.068], [-0.009, 0.072, 0.134], [-0.302, -0.050, -0.261], [0.145, 0.093, -0.010], [0.006, -0.022, -0.008], [-0.017, 0.035, -0.002], [0.015, -0.003, 0.022], [0.042, -0.012, 0.014], [0.017, -0.078, -0.002], [-0.009, -0.122, 0.076], [0.104, 0.132, 0.124], [0.426, -0.007, 0.019], [0.173, -0.209, -0.281], [-0.400, -0.170, -0.297], [-0.049, 0.081, 0.355], [0.253, 0.064, -0.082], [-0.316, -0.143, -0.039], [0.090, -0.147, 0.035], [0.003, 0.003, -0.005], [0.018, 0.004, 0.020], [0.025, 0.012, -0.010], [-0.028, 0.014, 0.021], [0.125, -0.044, 0.017], [0.009, 0.074, 0.020], [0.073, 0.041, 0.130], [0.008, 0.129, -0.022], [-0.066, 0.037, 0.041], [-0.005, 0.019, -0.011], [-0.029, -0.052, 0.024], [-0.027, 0.001, 0.013], [-0.009, -0.010, -0.002], [0.002, -0.011, 0.005], [-0.007, -0.132, -0.023], [-0.014, 0.002, 0.013], [-0.018, 0.004, -0.026], [-0.002, 0.002, 0.007]], "orbital_gap_ev": 8.391, "de_lowest_kcal_mol": 21.3, "charge": 1, "e_lumo_ev": -5.030, "homo_ev": -13.421}

2.
{"formula": "C12H14BCoN9", "method": "wB97M-V/def2-TZVPD", "elements": ["H", "N", "B", "N", "C", "Co", "H", "C", "H", "C", "H", "C", "H", "H", "H", "N", "N", "N", "N", "C", "C", "H", "H", "C", "C", "C", "C", "H", "H", "H", "H", "H", "N", "C", "N", "C", "N"], "xyz": [[-2.554056, 1.403644, 0.711554], [-1.847937, -0.325781, -0.303945], [-1.672909, -2.484482, -1.674464], [-2.487259, -1.339757, -1.018316], [-3.807259, -1.144882, -0.986947], [-0.046622, -0.277664, -0.125270], [-4.404741, -1.870416, -1.524194], [-4.067851, 0.025445, -0.270923], [-5.033127, 0.467224, -0.138882], [-2.814841, 0.513309, 0.154040], [-2.326158, -3.110948, -2.421343], [3.244797, 0.014995, 2.109494], [3.786205, 0.790386, 2.690044], [3.570908, 0.117844, 1.053661], [3.501074, -1.013869, 2.428335], [-1.118290, -3.299016, -0.502660], [-0.433021, -1.864136, -2.380867], [-0.333887, -2.635941, 0.446754], [0.337198, -0.851243, -1.815088], [-1.267749, -4.597444, -0.194344], [0.052556, -2.170054, -3.585836], [-1.860768, -5.198084, -0.873283], [-0.477773, -2.952596, -4.118810], [-0.574865, -4.838048, 0.985494], [1.132654, -1.329496, -3.857104], [-0.004749, -3.584371, 1.344533], [1.289884, -0.507267, -2.718364], [-0.478839, -5.793676, 1.473582], [1.682849, -1.308090, -4.775733], [0.634114, -3.368647, 2.194357], [1.985282, 0.302062, -2.516744], [2.152756, 0.158011, 2.278326], [0.600431, 1.359040, 0.409011], [0.896280, 2.436111, 0.820689], [1.517019, 3.450014, 1.237567], [1.089173, 4.617658, 1.635221], [0.958653, 5.717690, 2.023121]], "forces_ev_per_a": [[-0.026, -0.193, -0.065], [-4.733, -0.108, -0.348], [0.841, 0.676, 1.103], [0.582, 1.508, 0.656], [0.646, 0.428, 0.052], [1.708, -1.110, 2.371], [-0.285, 0.345, 0.212], [0.357, -0.124, -0.046], [-0.164, 0.131, 0.199], [-0.164, -1.577, -1.177], [-0.268, -0.334, -0.312], [0.049, -0.053, 0.100], [-0.282, -0.679, -0.192], [-0.609, 0.027, 0.537], [0.052, 0.653, 0.057], [0.803, 0.488, 1.082], [0.901, 1.243, 0.200], [-0.425, -1.348, -0.362], [0.788, -1.406, -3.638], [0.399, 0.764, 0.303], [-0.068, 0.560, 0.422], [0.164, -0.169, 0.336], [0.437, 0.261, -0.258], [0.103, 0.424, -0.199], [-0.075, 0.097, 0.306], [-0.603, -0.313, -0.931], [-1.373, -1.363, -0.280], [0.047, 0.138, 0.130], [0.232, 0.049, -0.072], [-0.184, 0.100, -0.207], [-0.182, -0.286, 0.007], [0.821, 0.002, -0.468], [0.366, 2.577, 0.983], [0.545, -1.262, -0.417], [-0.309, -0.884, -0.316], [0.096, 2.543, 0.877], [-0.189, -1.806, -0.645]], "orbital_gap_ev": [9.118, 8.277], "e_lumo_ev": [0.375, -0.450], "homo_ev": [-8.742, -8.727], "spin_multiplicity": 4}

3.
{"formula": "C12H14BF4IN2Sr", "method": "wB97M-V/def2-TZVPD", "elements": ["C", "C", "H", "H", "H", "H", "H", "H", "C", "C", "C", "C", "H", "H", "H", "H", "N", "C", "C", "N", "C", "C", "C", "H", "H", "C", "H", "H", "Sr", "I", "F", "B", "F", "F", "F"], "xyz": [[2.480040, 2.871813, 0.974926], [3.136186, 1.615595, 0.157057], [1.826255, 3.497446, 0.332590], [3.321203, 3.516078, 1.256264], [2.009418, 2.572113, 1.926029], [2.802091, 1.554923, -0.892809], [4.210589, 1.830148, 0.108072], [3.058909, 0.665617, 0.715338], [-2.746881, 1.234163, -0.460331], [-3.958197, 1.043405, -1.140333], [-4.041319, 0.002583, -2.067356], [-2.922273, -0.807664, -2.267628], [-2.615329, 2.071654, 0.230891], [-4.786394, 1.717593, -0.935926], [-4.956001, -0.180700, -2.628489], [-2.916103, -1.619843, -2.990788], [-1.671021, 0.456462, -0.648777], [-1.747396, -0.571422, -1.522486], [-0.553534, -1.456515, -1.629522], [0.614022, -0.990064, -1.123787], [1.678500, -1.811765, -1.067665], [0.466715, -3.591554, -2.146953], [1.650288, -3.118970, -1.575042], [2.578592, -1.412640, -0.586378], [2.546039, -3.732058, -1.509516], [-0.649549, -2.755019, -2.168325], [-1.608632, -3.077653, -2.567117], [0.403665, -4.596337, -2.560690], [0.847373, 1.340660, 0.344445], [-0.272108, 3.879995, -1.275852], [0.354955, -0.853009, 1.783889], [0.357085, -0.076895, 3.003392], [1.707985, 0.239935, 3.278508], [-0.283658, 1.193713, 2.597899], [-0.318816, -0.681088, 4.021169]], "forces_ev_per_a": [[2.759, 0.552, -0.059], [2.390, 1.735, 0.836], [0.214, -0.260, 0.355], [-0.327, -0.137, -0.021], [0.238, 0.159, -0.198], [0.207, -0.044, 0.287], [-0.319, -0.219, -0.098], [0.126, 0.248, -0.298], [0.027, -0.228, -0.452], [0.465, -0.201, 0.113], [0.367, 0.087, 0.226], [0.587, 0.100, 0.396], [-0.099, -0.336, -0.217], [0.121, -0.215, -0.121], [0.209, 0.081, 0.114], [-0.259, 0.276, 0.107], [-0.150, -0.218, -0.222], [-0.909, 0.711, 0.080], [0.804, -0.404, 0.062], [0.067, -0.432, 0.017], [-0.777, -0.313, -0.462], [-0.030, 0.469, 0.101], [-0.045, 0.430, 0.159], [-0.287, -0.189, -0.272], [-0.246, 0.061, -0.033], [0.215, 0.502, 0.293], [0.359, -0.142, 0.115], [0.052, 0.214, 0.123], [-6.188, -2.444, -0.518], [0.111, -0.183, -0.015], [0.114, 0.364, 0.324], [-0.058, 0.205, -0.241], [-0.445, -0.018, -0.180], [0.406, -0.453, 0.060], [0.302, 0.242, -0.362]], "orbital_gap_ev": 7.509, "e_lumo_ev": -0.583, "homo_ev": -8.092}

4.
{"formula": "C12H14BF5N6Re", "method": "wB97M-V/def2-TZVPD", "elements": ["C", "N", "N", "C", "C", "B", "N", "N", "C", "C", "C", "Re", "N", "N", "C", "C", "C", "H", "H", "H", "H", "H", "H", "H", "H", "H", "H", "H", "C", "H", "H", "H", "F", "C", "F", "C", "F", "F", "F"], "xyz": [[-1.665358, 1.571810, 2.395483], [-1.435289, 0.590360, 1.452635], [-2.715477, 0.078915, 1.095013], [-3.650209, 0.685180, 1.847541], [-3.031479, 1.628977, 2.671200], [-2.833508, -1.067026, 0.066802], [-2.262170, -0.585680, -1.285033], [-0.934163, -0.059662, -1.327588], [-0.669997, 0.166323, -2.660231], [-1.779588, -0.199139, -3.432473], [-2.749003, -0.649575, -2.531369], [0.142431, 0.080281, 0.346451], [-1.885714, -2.183649, 0.562792], [-0.525396, -1.894253, 0.729018], [0.102641, -3.058929, 1.048296], [-0.851477, -4.083720, 1.074947], [-2.074027, -3.492933, 0.774366], [1.162056, -3.056001, 1.227861], [-3.069550, -3.895763, 0.682628], [-0.654103, -5.115812, 1.294484], [-3.949972, -1.507536, -0.037736], [-3.760639, -1.014298, -2.675304], [-4.683675, 0.371757, 1.770481], [-1.844481, -0.149091, -4.507804], [-3.533840, 2.264440, 3.379968], [0.308771, 0.546083, -2.915938], [-0.842826, 2.162775, 2.758751], [2.508906, -0.168538, -2.669836], [2.809009, 0.892746, -2.655574], [2.891949, 1.283897, -3.679617], [2.074960, 1.463075, -2.053833], [3.792074, 0.972781, -2.188470], [2.180232, 2.265611, 0.127882], [2.034083, 0.982922, 0.680862], [3.083731, 0.185235, 0.165303], [2.275478, 1.130806, 2.200592], [3.537016, 1.538923, 2.494545], [1.435317, 2.083669, 2.717675], [2.070797, -0.041297, 2.882010]], "forces_ev_per_a": [[-0.581, -0.399, -0.216], [-0.457, 1.288, -0.154], [-0.337, 0.032, 0.447], [0.982, -1.371, -1.261], [1.350, 0.639, 0.460], [-0.990, -0.011, -0.046], [-0.066, 0.073, -0.160], [-0.068, 0.121, -1.430], [-0.282, -0.240, 0.396], [1.756, 0.734, -0.117], [-0.089, -0.223, 2.056], [-2.612, -1.020, 0.042], [-0.213, -1.914, 0.218], [2.555, -1.731, 0.533], [-0.182, 2.971, -0.553], [1.293, -1.230, 0.588], [-1.724, 2.919, -0.826], [0.327, -0.323, 0.111], [-0.173, -0.340, 0.036], [0.000, -0.478, 0.073], [0.423, 0.339, 0.029], [0.012, -0.011, -0.213], [-0.136, 0.153, -0.006], [-0.094, 0.049, -0.172], [-0.003, 0.247, 0.161], [-0.016, 0.108, -0.394], [0.033, 0.114, 0.290], [0.254, 0.152, -0.189], [-0.103, -0.340, 0.011], [-0.324, -0.085, 0.352], [0.226, 0.194, -0.357], [-0.179, 0.001, 0.012], [-1.376, -3.041, 1.075], [4.394, 1.528, -1.857], [-3.162, 1.152, 1.036], [2.158, 1.387, 4.056], [-2.367, -0.916, -1.386], [0.341, -1.380, -1.107], [-0.572, 0.847, -1.537]], "orbital_gap_ev": [6.279, 5.109], "de_lowest_kcal_mol": 3.4, "charge": 4, "e_lumo_ev": [-17.794, -18.961], "homo_ev": [-24.073, -24.070], "spin_multiplicity": 4}